--- one ---
DFT (the ωB97M-V functional and the def2-TZVPD basis) results for FH3P2S2 in the gas phase.

Results
SMILES string: F[P@@](P)(=S)S
LUMO energy in eV: -0.55

Structure (ORCA input):
```
! wB97M-V def2-TZVPD RIJCOSX def2/J DEFGRID3
* xyz 0 1
F -1.04292 0.54450 1.10001
P -0.29042 -0.05876 -0.24159
P 1.55797 -1.12435 0.35921
S -1.65385 -1.35055 -1.42135
S 0.18720 1.92317 -0.96597
H 0.73085 -1.89629 1.08847
H 1.50620 -0.11231 1.48859
H -0.99503 2.07459 -1.40737
*
```

***

--- two ---
DFT (the ωB97M-V functional and the def2-TZVPD basis) results for 2 unconnected molecules or ions with the total composition FH3P2S2.

Results
SMILES string: S=PS.FP
LUMO energy in eV: -1.86

Structure (ORCA input):
```
! wB97M-V def2-TZVPD RIJCOSX def2/J DEFGRID3
* xyz 0 1
S 1.91144 -1.07351 -0.39331
P 1.50363 0.43407 0.72483
S 1.29979 2.17215 -0.36351
H 2.24774 1.91157 -1.29869
F -2.62861 -1.16350 -0.66846
P -1.41347 -0.40601 0.21717
H -0.76493 -1.64995 0.38342
H -2.15559 -0.22482 1.39857
*
```

***

On energetic grounds, one is preferred over the next structure by 29.6 kJ/mol.

***

--- one ---
DFT (the ωB97M-V functional and the def2-TZVPD basis) results for 2 unconnected molecules or ions with the total composition C7H19NO.

Results
SMILES string: CC(C)CNC(C)C.O
LUMO energy in eV: 0.96

Structure (ORCA input):
```
! wB97M-V def2-TZVPD RIJCOSX def2/J DEFGRID3
* xyz 0 1
C 1.02261 3.03679 -0.39231
C 0.81318 1.77337 0.46104
C 0.02844 2.08037 1.75562
C 0.05405 0.72454 -0.37232
N 0.41309 -0.63779 0.03308
C -0.66293 -1.70985 0.16809
C -1.01232 -1.92339 1.61729
C -1.84897 -1.41961 -0.72358
H 0.26639 3.14198 -1.17378
H 0.99469 3.96549 0.17552
H 1.98371 2.95843 -0.88047
H 1.78113 1.35134 0.72043
H 0.27335 1.38707 2.55334
H 0.14066 3.12293 2.08183
H -1.04605 1.98386 1.54227
H 0.37921 0.84197 -1.40164
H -1.01348 0.89547 -0.35305
H 0.83384 -0.67793 0.95320
H -0.14446 -2.58275 -0.22866
H -1.41426 -0.99454 2.03349
H -0.19668 -2.26115 2.24908
H -1.86859 -2.60096 1.77439
H -1.46358 -1.44360 -1.74028
H -2.61274 -2.19079 -0.65481
H -2.34720 -0.48477 -0.45681
O 1.21225 -1.91340 -2.36219
H 1.42261 -1.07348 -2.77443
H 1.38345 -1.79879 -1.41285
*
```

***

--- two ---
DFT (the ωB97M-V functional and the def2-TZVPD basis) results for 2 unconnected molecules or ions with the total composition C7H19NO.

Results
SMILES string: CC(C)CNC(C)C.O
LUMO energy in eV: 0.88

Structure (ORCA input):
```
! wB97M-V def2-TZVPD RIJCOSX def2/J DEFGRID3
* xyz 0 1
C -0.55927 -2.49632 -1.45257
C 0.40847 -1.36063 -1.13801
C 1.40752 -0.89562 -2.16891
C -0.37222 -0.12482 -0.64292
N 0.44437 0.68241 0.26027
C -0.11146 1.83721 1.04318
C -1.21674 2.79388 0.53884
C -0.67364 1.20265 2.26098
H -1.50834 -2.22757 -2.11237
H -0.16456 -3.38245 -1.97509
H -0.92443 -2.89655 -0.58098
H 1.02667 -1.66513 -0.21456
H 1.96200 -0.04942 -1.64461
H 2.11219 -1.68071 -2.31053
H 0.85868 -0.60627 -3.14383
H -1.24472 -0.49976 0.03551
H -0.84674 0.47106 -1.50142
H 1.30512 1.12657 -0.17929
H 0.87778 2.40121 1.27347
H -2.00301 2.05572 0.13692
H -0.98458 3.34593 -0.44583
H -1.41665 3.37714 1.41537
H -0.93902 0.12239 2.13484
H 0.07442 1.25463 3.15449
H -1.70195 1.60726 2.43961
O 1.66604 -1.72277 1.71817
H 0.76781 -1.70975 1.95668
H 1.75628 -0.96029 1.14260
*
```

***

On energetic grounds, one is preferred over the next structure by 151.3 kJ/mol.

***

--- one ---
DFT (the ωB97M-V functional and the def2-TZVPD basis) results for a gas-phase ion, C7H14N3 (charge +1).

Results
SMILES string: Cc1cn(N(C)C)c(C)[nH+]1
LUMO energy in eV: -2.75

Structure (ORCA input):
```
! wB97M-V def2-TZVPD RIJCOSX def2/J DEFGRID3
* xyz 1 1
C 3.25663 -1.05235 -0.13863
C 1.91131 -0.44444 -0.04072
C 0.67893 -1.02907 -0.01467
N -0.26976 -0.05807 0.11038
N -1.64008 -0.15857 0.19376
C -2.26370 -0.05528 -1.11658
C -2.08842 -1.33611 0.91267
C 0.42268 1.21441 0.17254
C -0.23049 2.51872 0.31053
N 1.71085 0.91041 0.06401
H 3.84657 -0.57252 -0.91893
H 3.79359 -0.95202 0.80657
H 3.16635 -2.11046 -0.36581
H 0.43379 -2.07111 -0.06259
H -2.06279 0.92428 -1.54279
H -1.90614 -0.83453 -1.79998
H -3.33660 -0.16721 -0.98857
H -1.45573 -1.51424 1.77827
H -3.09917 -1.13078 1.25942
H -2.10698 -2.23465 0.28570
H 0.48646 3.26669 0.64210
H -0.65834 2.84749 -0.63762
H -1.05093 2.45143 1.02439
H 2.46200 1.58794 0.06653
*
```

***

--- two ---
DFT (the ωB97M-V functional and the def2-TZVPD basis) results for a gas-phase ion, C7H14N3 (charge +1).

Results
SMILES string: CN(C)/N=C\C=C=[N+](C)C
LUMO energy in eV: -3.95

Structure (ORCA input):
```
! wB97M-V def2-TZVPD RIJCOSX def2/J DEFGRID3
* xyz 1 1
C -2.15676 -0.40187 -1.52547
N -0.74607 -0.07963 -1.19698
C -0.54595 1.37436 -0.97192
N 0.03160 -0.54758 -2.20243
C 1.24952 -0.78503 -2.04268
C 1.87409 -0.86818 -0.70190
C 1.34641 -0.33310 0.35050
N 0.81850 -0.10706 1.47481
C -0.09786 -1.02327 2.10082
C 0.78843 1.15352 2.18708
H -2.70713 -0.62930 -0.63488
H -2.42362 0.36944 -2.18816
H -2.12228 -1.24888 -2.30092
H -1.51541 1.84047 -0.76973
H 0.04745 1.37922 -0.02470
H -0.06882 1.74585 -1.88382
H 1.65129 -1.25993 -2.96583
H 2.85675 -1.22945 -0.59650
H 0.00871 -2.09705 1.59471
H 0.35201 -1.20203 3.10883
H -1.05750 -0.54797 1.99030
H -0.19025 1.57802 1.97807
H 0.90471 1.05875 3.27325
H 1.70219 1.86068 1.94754
*
```

***

--- three ---
DFT (the ωB97M-V functional and the def2-TZVPD basis) results for 2 unconnected molecules or ions with the total composition C7H14N3.

Results
LUMO energy in eV: -2.74

Structure (ORCA input):
```
! wB97M-V def2-TZVPD RIJCOSX def2/J DEFGRID3
* xyz 1 1
C -3.20068 -1.22074 -0.06951
C -1.89449 -1.55501 -0.04328
C -2.01976 0.64941 0.01683
C 2.64512 -1.33721 -0.14807
C 2.25332 0.80317 1.12700
C 1.39012 0.53263 -1.18538
C 2.06043 0.03851 -0.14761
N -3.26748 0.15845 -0.02884
N -1.16835 -0.38390 0.02817
N -1.67393 1.93631 0.08591
H -4.07921 -1.82824 -0.11877
H -1.41835 -2.51202 -0.06311
H 2.29502 -1.92733 -0.99013
H 3.72948 -1.26037 -0.21518
H 2.42058 -1.85718 0.78348
H 1.69183 0.33629 1.93773
H 3.30177 0.78238 1.41575
H 1.94303 1.84062 1.03362
H 1.27551 -0.01922 -2.10273
H -0.14766 -0.28466 -0.10251
H 1.04340 1.55474 -1.20412
H -4.11913 0.69813 -0.04125
H -2.35929 2.66465 -0.00624
H -0.70128 2.19058 0.03823
*
```

***

--- four ---
DFT (the ωB97M-V functional and the def2-TZVPD basis) results for a gas-phase ion, C7H14N3 (charge +1).

Results
SMILES string: C[N+](C)=CNCCCC#N
LUMO energy in eV: -3.14

Structure (ORCA input):
```
! wB97M-V def2-TZVPD RIJCOSX def2/J DEFGRID3
* xyz 1 1
C -1.98256 -0.55274 1.22089
N -1.86184 -0.52583 -0.23121
C -2.76095 -1.38726 -1.07500
C -0.88377 0.12333 -0.78243
N -0.08683 0.87473 -0.01698
C 1.10839 1.54432 -0.59871
C 2.44444 0.80252 -0.58953
C 2.82397 0.10762 0.78956
C 1.84685 -0.71388 1.43539
N 0.98247 -1.16066 2.06814
H -1.04067 -0.67314 1.63497
H -2.62208 0.20780 1.40921
H -2.63940 -1.38019 1.43280
H -3.69574 -1.40500 -0.63514
H -2.85025 -0.82456 -1.98588
H -2.40480 -2.32748 -1.52686
H -0.87494 0.03291 -1.77521
H 0.03966 0.92829 0.94792
H 1.36292 2.47056 0.15104
H 0.98056 1.86814 -1.53851
H 3.16130 1.50498 -0.89370
H 2.46770 -0.01702 -1.36285
H 2.82352 1.02396 1.32907
H 3.66206 -0.52141 0.59302
*
```

***

On energetic grounds, three is preferred over the next structure by 72.7 kJ/mol.

***

--- one ---
DFT (the ωB97M-V functional and the def2-TZVPD basis) results for 8 unconnected molecules or ions with the total composition C32H64O16S8.

Results
SMILES string: O=S1(=O)CCCC1.O=S1(=O)CCCC1.O=S1(=O)CCCC1.O=S1(=O)CCCC1.O=S1(=O)CCCC1.O=S1(=O)CCCC1.O=S1(=O)CCCC1.O=S1(=O)CCCC1
LUMO energy in eV: 0.00

Structure (ORCA input):
```
! wB97M-V def2-TZVPD RIJCOSX def2/J DEFGRID3
* xyz 0 1
O -7.09089 3.56946 13.90283
S -6.49719 4.68138 13.21000
O -5.74703 4.50904 11.96527
C -7.70295 6.06141 13.01717
C -7.09008 7.30733 13.65373
C -5.57329 7.07843 13.86996
C -5.45937 5.63963 14.34802
H -8.56244 5.71832 13.59083
H -7.91635 6.09805 11.95029
H -7.33991 8.19696 13.07334
H -7.60768 7.56220 14.58203
H -5.32434 7.76674 14.67380
H -4.99058 7.21854 12.96293
H -5.81667 5.40860 15.35352
H -4.48329 5.14669 14.33313
O 1.55516 4.61155 12.72920
S 1.99294 5.76855 13.50152
O 2.77188 5.57787 14.69862
C 3.01402 6.84989 12.39671
C 2.51459 8.25826 12.69703
C 0.98336 8.10408 12.69319
C 0.70267 7.03422 13.72152
H 2.77528 6.65276 11.35024
H 4.07117 6.65790 12.56337
H 2.87903 8.67498 13.63607
H 2.76351 8.98632 11.92174
H 0.57296 7.83270 11.72251
H 0.56704 9.08023 12.94262
H -0.26638 6.60510 13.97156
H 1.01776 7.35977 14.72366
O -7.42586 6.58066 9.32973
S -7.24141 8.01147 9.45289
O -7.10656 8.73738 10.70036
C -5.84486 8.48458 8.41251
C -6.38303 9.58273 7.52186
C -7.79812 9.19071 7.12176
C -8.52832 8.76720 8.40764
H -5.57807 7.51351 7.99841
H -5.05251 8.69303 9.13169
H -6.48059 10.56330 7.99726
H -5.77211 9.74471 6.63308
H -7.78878 8.33880 6.44150
H -8.37692 10.04307 6.76850
H -9.25570 7.96632 8.30035
H -8.94570 9.60914 8.95778
O 1.17787 9.07633 8.43721
S 1.64401 8.02793 7.54640
O 0.73458 7.48956 6.56496
C 3.17852 8.58518 6.72771
C 4.27539 7.60922 7.18478
C 3.88443 7.13609 8.58432
C 2.42897 6.67894 8.46305
H 3.42229 9.57548 7.11708
H 2.96803 8.74371 5.67334
H 4.30795 6.75090 6.50749
H 5.28972 8.00465 7.19185
H 3.93669 7.98940 9.26794
H 4.54878 6.37446 8.98730
H 1.85957 6.33583 9.32393
H 2.40784 5.82604 7.77749
O -3.82628 6.93039 10.40152
S -2.48728 6.69982 10.90015
O -1.86588 7.61801 11.84601
C -2.50666 5.01331 11.63789
C -1.53538 4.17277 10.78941
C -0.53816 5.01876 9.98230
C -1.30781 6.26307 9.58381
H -3.53000 4.70055 11.43021
H -2.38705 5.05789 12.71682
H -1.03117 3.37004 11.33366
H -2.17232 3.56331 10.13924
H -0.17757 4.43520 9.13928
H 0.26206 5.24128 10.69454
H -2.04351 5.97275 8.82286
H -0.75355 7.10888 9.18104
O -4.27600 12.50938 14.08745
S -4.47601 11.15842 13.64365
O -4.58678 10.09415 14.60701
C -5.78962 11.07188 12.40313
C -5.14310 11.41598 11.04534
C -3.62945 11.64925 11.23637
C -3.22253 10.74317 12.40627
H -6.61483 11.69712 12.74095
H -6.14057 10.04085 12.41848
H -5.32402 10.55772 10.40027
H -5.55438 12.32683 10.61371
H -3.40990 12.67566 11.53841
H -2.98455 11.45041 10.38160
H -2.19324 10.86507 12.74326
H -3.28009 9.70012 12.08363
O -4.08373 5.24257 6.17815
S -5.28174 4.63545 6.72074
O -6.59116 5.23123 6.51091
C -5.31418 2.86039 6.27389
C -5.26060 2.05860 7.59912
C -4.45285 2.90521 8.57475
C -5.04265 4.30385 8.55202
H -4.46565 2.63471 5.63126
H -6.22501 2.63605 5.72168
H -6.26438 1.87574 7.97712
H -4.75747 1.12786 7.34385
H -3.41068 2.97276 8.26126
H -4.50573 2.49490 9.58483
H -4.42351 5.15787 8.82410
H -6.01461 4.44674 9.01988
O -1.95663 1.39364 7.04536
S -0.88087 0.41994 6.89412
O -0.77852 -0.42209 5.70815
C 0.76752 1.20246 7.25690
C 1.16938 0.54625 8.57411
C -0.06237 0.14653 9.37266
C -0.94775 -0.60622 8.39082
H 0.63364 2.28223 7.28705
H 1.38306 0.96195 6.39454
H 1.78819 -0.31608 8.32151
H 1.79681 1.22571 9.15345
H -0.56991 0.95971 9.89586
H 0.22539 -0.52063 10.18863
H -1.98084 -0.89065 8.57320
H -0.44332 -1.56242 8.22197
*
```

***

--- two ---
DFT (the ωB97M-V functional and the def2-TZVPD basis) results for 8 unconnected molecules or ions with the total composition C32H64O16S8.

Results
SMILES string: O=S1(=O)CCCC1.O=S1(=O)CCCC1.O=S1(=O)CCCC1.O=S1(=O)CCCC1.O=S1(=O)CCCC1.O=S1(=O)CCCC1.O=S1(=O)CCCC1.O=S1(=O)CCCC1
LUMO energy in eV: 0.24

Structure (ORCA input):
```
! wB97M-V def2-TZVPD RIJCOSX def2/J DEFGRID3
* xyz 0 1
O 27.60144 -8.16077 1.26206
S 26.31085 -8.80519 1.22737
O 25.22243 -8.14870 0.54759
C 26.46096 -10.51212 0.63866
C 25.88331 -11.36596 1.73658
C 26.23099 -10.73945 3.08453
C 25.82553 -9.27834 2.89295
H 27.54669 -10.58514 0.52031
H 26.06059 -10.59442 -0.36826
H 24.79076 -11.39227 1.64015
H 26.16631 -12.40602 1.56623
H 27.30381 -10.85325 3.25198
H 25.66193 -11.14790 3.91500
H 26.17666 -8.51558 3.58535
H 24.73439 -9.22940 2.92586
O 24.09371 -4.99421 -6.72107
S 24.69709 -3.71899 -6.44596
O 26.11510 -3.60002 -6.24282
C 24.18325 -2.54771 -7.72675
C 24.51808 -1.23461 -7.00357
C 23.66606 -1.35744 -5.73145
C 23.84845 -2.78091 -5.16328
H 23.10177 -2.68107 -7.75518
H 24.70429 -2.85229 -8.62891
H 25.56576 -1.31221 -6.70744
H 24.29212 -0.39038 -7.64793
H 22.62943 -1.32875 -6.09124
H 23.68347 -0.54498 -5.00750
H 22.86251 -3.25142 -5.12512
H 24.22996 -2.92868 -4.15320
O 28.03122 -2.37784 3.26235
S 27.37533 -3.17133 2.25869
O 27.57270 -2.95236 0.85408
C 27.63011 -4.95363 2.52840
C 26.45267 -5.46949 3.36177
C 25.71188 -4.22518 3.88683
C 25.63368 -3.26004 2.72596
H 28.67141 -5.08682 2.81482
H 27.51386 -5.41755 1.54951
H 25.72300 -6.00325 2.74685
H 26.78851 -6.17255 4.12345
H 26.34511 -3.82482 4.68572
H 24.77955 -4.48659 4.38639
H 25.26295 -2.26875 2.96827
H 25.16949 -3.63082 1.81023
O 24.85605 -1.49926 0.22407
S 24.18860 -1.43937 -1.04995
O 23.81952 -2.63342 -1.77245
C 22.72099 -0.37313 -0.96742
C 22.69533 0.11159 -2.39580
C 24.08569 0.70604 -2.65323
C 25.12829 -0.31749 -2.15257
H 22.96618 0.35703 -0.19809
H 21.94633 -1.07349 -0.66059
H 22.55219 -0.76915 -3.02839
H 21.88720 0.81054 -2.60799
H 24.18571 1.60305 -2.03915
H 24.25116 0.97990 -3.69235
H 25.81614 0.11242 -1.43309
H 25.49000 -0.96563 -2.94576
O 29.00621 -9.88529 -3.75228
S 29.41773 -10.63046 -4.89674
O 29.43187 -12.06550 -4.85489
C 28.47873 -10.10008 -6.31934
C 29.43721 -9.61378 -7.37127
C 30.85293 -10.13576 -7.02030
C 30.99067 -10.00330 -5.51816
H 27.77957 -9.31758 -6.00671
H 27.76128 -10.87535 -6.59278
H 29.16577 -9.95064 -8.37358
H 29.52106 -8.53096 -7.47923
H 31.62489 -9.57732 -7.54477
H 30.90994 -11.19868 -7.26762
H 30.98108 -8.96937 -5.16912
H 31.72862 -10.62207 -5.01228
O 27.16118 -7.59690 -4.45468
S 27.80557 -6.62874 -3.60842
O 29.22495 -6.38788 -3.73373
C 27.00095 -5.03192 -3.78050
C 26.79984 -4.53637 -2.32894
C 27.21807 -5.57503 -1.28335
C 27.36488 -6.94644 -1.92331
H 26.01784 -5.21825 -4.20665
H 27.51423 -4.33500 -4.43092
H 27.33708 -3.60858 -2.13173
H 25.74635 -4.27646 -2.19996
H 26.63630 -5.55291 -0.36625
H 28.23151 -5.30288 -0.96195
H 26.44557 -7.53456 -1.88110
H 28.11091 -7.62020 -1.50243
O 30.91530 -1.21772 3.68497
S 31.54014 -1.58876 2.45153
O 32.90553 -1.17021 2.24761
C 31.33370 -3.35090 2.16259
C 30.80145 -3.53125 0.71670
C 30.90283 -2.17836 0.02373
C 30.57723 -1.09980 1.02197
H 30.53047 -3.63562 2.84518
H 32.20113 -3.91119 2.50251
H 31.47584 -4.24863 0.24625
H 29.80063 -3.94410 0.76126
H 30.31723 -2.11278 -0.89686
H 31.92234 -2.02798 -0.34954
H 29.52201 -1.05473 1.28923
H 30.92859 -0.09383 0.79445
O 31.14471 -1.53396 -5.72543
S 31.21235 -2.52672 -4.67944
O 30.07058 -2.75514 -3.82969
C 31.70646 -4.11500 -5.48075
C 33.18958 -4.19352 -5.24473
C 33.56253 -3.65332 -3.86337
C 32.70835 -2.41940 -3.63338
H 31.41908 -3.98703 -6.52144
H 31.02170 -4.81733 -5.00041
H 33.58177 -5.19283 -5.44678
H 33.69743 -3.58371 -6.00059
H 34.62221 -3.41042 -3.88608
H 33.37715 -4.41328 -3.10389
H 33.22081 -1.53869 -4.02837
H 32.36983 -2.20977 -2.62373
*
```

***

On energetic grounds, one is preferred over the next structure by 42.1 kJ/mol.